A molecular structure, C37H30AsHgN8O2S4, computed with wB97M-V/def2-TZVPD.

Atoms and positions in Å:
Hg  0.3959  0.0779  -0.6633
N  -2.3647  1.7629  2.2809
C  -2.1421  1.1576  0.9946
N  -1.1652  0.1032  1.0164
C  -0.8613  -0.5049  2.1126
N  0.1303  -1.4687  2.1836
N  0.8809  -1.4891  1.1184
C  1.7719  -2.4237  0.9800
C  2.6937  -2.4079  -0.1300
C  3.4931  -3.5294  -0.4204
C  4.3529  -3.4902  -1.4952
C  4.4203  -2.3406  -2.2773
C  3.6125  -1.2746  -1.9155
N  2.7908  -1.2989  -0.8748
C  -1.5536  -0.2014  3.3721
C  -1.4187  -0.9788  4.5161
C  -2.0615  -0.6231  5.6886
C  -2.8512  0.5270  5.7084
C  -2.9963  1.3095  4.5826
C  -2.3478  0.9535  3.3962
H  -3.1144  2.4466  2.2268
H  -1.7901  1.9267  0.3061
H  1.8252  -3.2301  1.7084
H  3.4073  -4.4165  0.1960
H  4.9667  -4.3520  -1.7319
H  5.0773  -2.2684  -3.1334
H  3.6134  -0.3496  -2.4853
H  -0.7926  -1.8598  4.4605
H  -1.9625  -1.2338  6.5776
H  -3.3729  0.8048  6.6178
H  -3.6331  2.1856  4.5854
C  1.4403  4.6019  0.5437
O  1.6740  4.3758  -0.8599
C  1.3983  3.0556  -1.0584
N  0.8944  2.4245  -0.0587
C  0.5907  3.3989  0.9805
C  0.8775  2.8811  2.3664
C  1.7664  1.8312  2.5718
C  1.9746  1.3228  3.8473
C  1.3052  1.8672  4.9337
C  0.4235  2.9223  4.7378
C  0.2083  3.4193  3.4610
C  1.6564  2.4622  -2.3393
C  2.1340  3.1764  -3.4283
C  2.2284  2.5833  -4.6722
C  1.7570  1.2527  -4.8128
C  1.3053  0.5957  -3.6996
N  1.3037  1.1238  -2.4544
C  0.7505  -0.7410  -3.7782
N  0.2769  -1.3713  -2.7861
C  -0.0912  -2.7088  -3.2299
C  -0.0627  -2.5585  -4.7602
O  0.7464  -1.3904  -4.9791
C  -1.4136  -3.1858  -2.6847
C  -2.3407  -2.2952  -2.1574
C  -3.5468  -2.7703  -1.6515
C  -3.8401  -4.1250  -1.6932
C  -2.9216  -5.0163  -2.2385
C  -1.7106  -4.5475  -2.7231
H  0.9317  5.5572  0.6550
H  2.4062  4.6223  1.0591
H  -0.4756  3.6502  0.9182
H  2.2503  1.3764  1.7150
H  2.6324  0.4726  3.9832
H  1.4398  1.4493  5.9241
H  -0.1380  3.3228  5.5729
H  -0.5335  4.1932  3.2963
H  2.4025  4.2149  -3.2818
H  2.5812  3.1396  -5.5298
H  1.7142  0.7631  -5.7750
H  0.6955  -3.3981  -2.8945
H  -1.0644  -2.3687  -5.1531
H  0.3902  -3.3961  -5.2876
H  -2.1418  -1.2255  -2.1444
H  -4.2334  -2.0593  -1.2088
H  -4.7773  -4.4897  -1.2900
H  -3.1412  -6.0776  -2.2658
H  -0.9770  -5.2471  -3.1147
S  -3.1979  4.0902  -0.1471
As  -3.7032  2.4600  -1.4392
S  -3.7371  0.5383  0.2082
S  -1.8983  1.5868  -2.2756
S  -5.2140  0.7267  1.5966

Energy relative to the best compared isomer or geometry (same formula, charge and spin)   0.542 eV
Multiplicity   2
Charge   -2
Strongest force on any atom   0.64 eV Å⁻¹